Computed, not measured: a cluster of 5 separate species, C30H65NO20P5 in total, with the ωB97M-V functional and the def2-TZVPD basis.

```
121
Properties=species:S:1:pos:R:3:lowdin_spin:R:1
C 6.34 -0.59 -1.41 0.000
C 6.12 0.90 -1.32 0.000
C 7.03 1.76 -1.92 0.000
C 6.87 3.13 -1.89 0.000
C 5.79 3.67 -1.23 0.000
C 4.87 2.83 -0.63 0.000
C 5.02 1.45 -0.66 0.000
C 3.93 0.62 -0.01 0.000
C 2.60 0.51 -0.83 0.001
C 1.92 -0.85 -0.53 0.003
P 2.85 -2.33 -0.96 0.000
O 3.65 -2.26 -2.19 0.000
O 1.76 -3.50 -1.14 0.000
O 3.77 -2.77 0.28 0.000
C 1.62 1.59 -0.23 -0.001
C 0.68 2.25 -1.25 0.031
C 1.22 3.62 -1.76 0.020
C -0.62 2.59 -0.47 0.003
N 0.27 1.35 -2.35 0.369
O -0.62 1.88 -3.10 0.510
C 1.43 0.79 -3.12 0.029
C 1.70 1.55 -4.43 0.011
C 1.03 -0.65 -3.56 0.008
C 2.75 0.82 -2.32 0.002
H 6.05 -1.06 -0.47 0.000
H 7.40 -0.77 -1.59 0.000
H 5.78 -1.02 -2.24 0.000
H 7.86 1.31 -2.44 0.000
H 7.60 3.75 -2.40 0.000
H 5.67 4.75 -1.23 0.000
H 4.03 3.29 -0.13 0.000
H 3.68 1.06 0.96 0.000
H 4.35 -0.35 0.22 0.000
H 1.78 -0.89 0.56 0.000
H 0.93 -0.94 -0.96 0.002
H 1.45 -3.80 -0.27 0.000
H 4.59 -3.10 -0.11 0.000
H 2.17 2.37 0.28 0.000
H 1.00 1.07 0.50 0.000
H 0.72 4.41 -1.20 0.002
H 1.00 3.77 -2.81 0.003
H 2.28 3.72 -1.53 0.001
H -1.14 3.35 -1.04 0.000
H -1.24 1.70 -0.35 0.000
H -0.33 3.05 0.48 0.000
H 2.51 1.00 -4.91 0.000
H 2.09 2.55 -4.24 0.001
H 0.85 1.53 -5.10 0.001
H 0.84 -0.67 -4.63 0.001
H 1.82 -1.38 -3.37 0.000
H 0.12 -0.96 -3.05 0.000
H 3.15 1.82 -2.45 0.000
H 3.45 0.15 -2.82 0.001
C -2.06 3.30 6.02 0.000
O -1.86 2.81 4.68 0.000
P -0.79 1.59 4.42 0.000
O -0.08 1.95 3.19 0.000
O -1.97 0.49 4.19 0.000
C -2.77 0.58 3.01 0.000
O 0.13 0.53 5.20 0.000
C -0.28 0.08 6.52 0.000
H -2.80 4.10 5.97 0.000
H -2.43 2.51 6.67 0.000
H -1.13 3.71 6.42 0.000
H -2.23 1.09 2.21 0.000
H -3.69 1.12 3.23 0.000
H -3.01 -0.43 2.70 0.000
H -1.21 -0.48 6.45 0.000
H -0.40 0.92 7.20 0.000
H 0.50 -0.57 6.91 0.000
C -2.96 -0.35 -3.00 0.003
O -4.01 -0.53 -2.01 0.001
P -5.27 0.48 -2.02 0.000
O -5.56 0.79 -0.61 0.000
O -6.31 -0.59 -2.67 0.000
C -6.75 -1.68 -1.86 0.000
O -5.83 1.70 -2.89 0.000
C -5.58 1.72 -4.31 0.000
H -2.20 -1.12 -2.83 0.000
H -3.36 -0.47 -4.01 0.000
H -2.50 0.63 -2.89 0.000
H -6.69 -1.44 -0.80 0.000
H -6.14 -2.56 -2.07 0.000
H -7.78 -1.90 -2.13 0.000
H -6.09 0.90 -4.80 0.000
H -4.51 1.67 -4.53 0.000
H -5.97 2.66 -4.70 0.000
C -3.90 1.03 11.93 0.000
O -3.49 0.28 10.77 0.000
P -2.38 -0.92 10.94 0.000
O -1.47 -0.78 9.80 0.000
O -3.49 -2.09 10.76 0.000
C -4.10 -2.27 9.48 0.000
O -1.59 -1.77 12.05 0.000
C -2.18 -1.98 13.35 0.000
H -4.63 1.76 11.61 0.000
H -4.37 0.37 12.67 0.000
H -3.06 1.55 12.38 0.000
H -3.44 -1.92 8.68 0.000
H -5.05 -1.74 9.44 0.000
H -4.28 -3.33 9.35 0.000
H -3.08 -2.59 13.26 0.000
H -2.42 -1.03 13.83 0.000
H -1.45 -2.51 13.96 0.000
C -0.32 -4.88 -9.32 0.000
O -0.32 -3.45 -9.50 0.000
P 0.31 -2.51 -8.32 0.000
O -0.59 -1.36 -8.18 0.000
O 1.67 -2.15 -9.12 0.000
C 1.59 -1.28 -10.25 0.000
O 1.06 -2.68 -6.91 0.000
C 1.93 -3.82 -6.72 0.000
H -0.77 -5.32 -10.21 0.000
H 0.69 -5.27 -9.22 0.000
H -0.92 -5.16 -8.45 0.000
H 0.72 -0.62 -10.18 0.000
H 1.52 -1.87 -11.17 0.000
H 2.50 -0.69 -10.27 0.000
H 2.79 -3.75 -7.39 0.000
H 1.40 -4.75 -6.89 0.000
H 2.28 -3.79 -5.69 0.000
```

The value obtained for the maximum force is 5.44 eV Å⁻¹. The lowest unoccupied orbital energy (spin up / spin down) is -0.0390 / -0.0390 eV. Its gap between HOMO and LUMO (spin up / spin down) is 8.2 / 8.7 eV. Its spin multiplicity is 2. As for the expectation value of S²: 0.7538.